Computed, not measured: a 2-piece molecular cluster, C10H16 overall, with ωB97M-V/def2-TZVPD.

Summary:
gap between HOMO and LUMO (alpha / beta)	3.00 / 7.12	eV
total energy	-390.56258	Eh
total charge	-1
LUMO energy (alpha / beta)	3.779 / 3.692	eV
⟨S²⟩	0.7605
2S+1	2
ΔE to the lowest compared entry with this formula, charge and spin	54.2	kJ/mol
highest occupied orbital energy (alpha / beta)	0.78 / -3.43	eV

Positions of all 26 atoms, in Å:
1 C -1.15962 1.70673 0.51446
2 C -0.25132 2.78443 1.13510
3 C -0.84356 0.30647 1.01676
4 C -1.62158 -0.27558 1.98681
5 C 0.30390 -0.32532 0.50427
6 C -1.15453 -1.48604 2.65920
7 C 0.85252 -1.43366 1.25899
8 C 0.10989 -1.95679 2.29951
9 H -2.22637 1.92540 0.59206
10 H -1.03736 1.63096 -0.58284
11 H 0.48123 2.28372 1.77307
12 H -2.61003 0.11274 2.23191
13 H 0.81819 0.17802 -0.30259
14 H -1.79333 -1.80432 3.48447
15 H 1.69387 -1.96293 0.83902
16 H 0.43130 -2.90625 2.70147
17 H -0.84653 3.46173 1.75958
18 H 0.26884 3.34109 0.35490
19 C 1.81890 -0.62042 -2.90578
20 C 0.31037 -0.80093 -3.10544
21 H 2.12891 -0.31600 -1.91068
22 H 2.35262 -1.52720 -3.18363
23 H 2.22145 0.15905 -3.57537
24 H -0.16947 0.06127 -3.58433
25 H -0.25784 -0.89312 -2.18064
26 H 0.17955 -1.64305 -3.78027

Computed, not measured: a 2-piece molecular cluster, C10H16 overall, with ωB97M-V/def2-TZVPD.

Summary:
gap between HOMO and LUMO	10.08	eV
total energy	-390.62407	Eh
structure (SMILES)	Cc1ccccc1.CCC
total charge	0
LUMO energy	1.014	eV
ΔE to the lowest compared entry with this formula, charge and spin	31.0	kJ/mol
highest occupied orbital energy	-9.07	eV

Positions of all 26 atoms, in Å:
1 C -0.43086 -0.86689 -2.34812
2 C 2.71836 1.01969 -0.10638
3 C 1.68977 1.78389 -0.65918
4 C 2.76642 -0.33355 -0.37193
5 C 0.71438 1.17268 -1.42524
6 C 1.77965 -0.95164 -1.14589
7 C 0.69434 -0.20951 -1.58655
8 H 3.51164 1.48500 0.46139
9 H 1.75972 2.86118 -0.59038
10 H 3.64066 -0.90621 -0.09331
11 H -0.07867 1.78763 -1.84614
12 H 1.78571 -2.03246 -1.21303
13 H -0.01532 -1.39183 -3.21017
14 H -1.15915 -0.13734 -2.68904
15 H -0.90648 -1.61413 -1.71628
16 C -1.59093 -0.32858 1.08541
17 C -2.94715 0.13711 1.60080
18 C -0.52653 -0.29364 2.17700
19 H -1.59346 -1.35162 0.70270
20 H -1.32724 0.24751 0.19862
21 H -3.71346 0.23892 0.83698
22 H -0.79609 0.37003 3.00066
23 H -0.38285 -1.27587 2.62790
24 H -2.78335 1.10331 2.09603
25 H -3.26187 -0.53345 2.39543
26 H 0.45277 0.01977 1.81871

Computed, not measured: a 2-piece molecular cluster, C10H16 overall, with ωB97M-V/def2-TZVPD.

Summary:
gap between HOMO and LUMO	10.03	eV
total energy	-390.61304	Eh
structure (SMILES)	Cc1ccccc1.CCC
total charge	0
LUMO energy	0.990	eV
ΔE to the lowest compared entry with this formula, charge and spin	60.0	kJ/mol
highest occupied orbital energy	-9.04	eV

Positions of all 26 atoms, in Å:
1 C -0.04829 -2.52817 0.46508
2 C 1.06013 -2.57850 1.49938
3 C 0.46608 -2.31327 -0.96266
4 H -0.77215 -3.32148 0.62573
5 H -0.68686 -1.66765 0.70689
6 H 1.65294 -1.66905 1.54679
7 H 1.06578 -1.41029 -0.96683
8 H 1.13565 -3.13883 -1.19097
9 H 1.74131 -3.41973 1.27895
10 H 0.70636 -2.83396 2.50751
11 H -0.38643 -2.36691 -1.62697
12 C -1.79587 1.75183 1.44836
13 C -0.24584 2.54510 -1.94226
14 C -1.08116 2.67563 -0.82692
15 C 0.85164 1.72739 -1.91119
16 C -0.89357 1.83008 0.25146
17 C 1.24778 1.09151 -0.72258
18 C 0.34225 1.17382 0.31346
19 H -0.52050 3.04142 -2.86683
20 H -1.85462 3.43325 -0.80791
21 H 1.40387 1.58722 -2.84049
22 H 2.18775 0.60361 -0.53276
23 H -1.41458 1.06615 2.19691
24 H -2.75121 1.28439 1.16295
25 H 0.58206 0.72654 1.27817
26 H -1.99250 2.70987 1.91673

Computed, not measured: a 2-piece molecular cluster, C10H16 overall, with ωB97M-V/def2-TZVPD.

Summary:
gap between HOMO and LUMO	10.12	eV
total energy	-390.62212	Eh
structure (SMILES)	Cc1ccccc1.CCC
total charge	0
LUMO energy	1.020	eV
ΔE to the lowest compared entry with this formula, charge and spin	36.1	kJ/mol
highest occupied orbital energy	-9.10	eV

Positions of all 26 atoms, in Å:
1 C -1.39113 1.73016 0.14409
2 C -2.06982 1.15985 -1.11506
3 C -2.02287 1.18206 1.41925
4 H -0.33695 1.45956 0.09618
5 H -1.44912 2.81679 0.12851
6 H -2.54702 1.93798 -1.71255
7 H -2.85643 0.44316 -0.87044
8 H -1.68887 1.69057 2.32462
9 H -3.10784 1.29141 1.38337
10 H -1.37843 0.61381 -1.76004
11 H -1.74148 0.13187 1.50832
12 C 0.45919 -2.88408 -0.64118
13 C 1.86521 -0.04518 1.42760
14 C 1.18651 -1.20684 1.06296
15 C 2.19251 0.86000 0.42743
16 C 1.01030 -1.53161 -0.27509
17 C 2.09642 0.50263 -0.91243
18 C 1.48093 -0.68369 -1.27962
19 H 1.90455 0.22220 2.47669
20 H 0.82352 -1.87338 1.83545
21 H 2.79039 1.73198 0.66873
22 H 2.47284 1.19530 -1.65360
23 H -0.44362 -3.20011 -0.11682
24 H 1.23441 -3.63825 -0.56011
25 H 1.36922 -0.98056 -2.31430
26 H 0.14758 -2.92561 -1.69194

Computed, not measured: a 2-piece molecular cluster, C10H16 overall, with ωB97M-V/def2-TZVPD.

Summary:
gap between HOMO and LUMO	9.99	eV
total energy	-390.61022	Eh
structure (SMILES)	Cc1ccccc1.CCC
total charge	0
LUMO energy	1.015	eV
ΔE to the lowest compared entry with this formula, charge and spin	67.4	kJ/mol
highest occupied orbital energy	-8.98	eV

Positions of all 26 atoms, in Å:
1 C -2.86481 0.53120 0.30971
2 C -1.75305 -0.00286 -0.56732
3 C -2.56718 0.38429 1.82118
4 H -3.83253 0.07996 0.08695
5 H -2.97403 1.59680 0.14955
6 H -1.41114 -1.04132 -0.45943
7 H -2.08326 0.02483 -1.61732
8 H -2.53520 1.38706 2.25528
9 H -1.59209 -0.05003 2.04717
10 H -0.88877 0.65313 -0.53823
11 H -3.33018 -0.16195 2.37682
12 C 1.64546 1.27105 1.23943
13 C 1.80642 -1.65351 -1.91448
14 C 1.83244 -2.04174 -0.59305
15 C 1.73608 -0.28104 -2.22240
16 C 1.60313 -1.09568 0.40001
17 C 1.81078 0.65511 -1.21518
18 C 1.64952 0.26624 0.11886
19 H 1.79632 -2.28456 -2.79778
20 H 1.98044 -3.07715 -0.29222
21 H 1.87547 0.00873 -3.25087
22 H 1.27874 -1.36247 1.39890
23 H 1.94614 1.70930 -1.42076
24 H 1.17702 0.84634 2.14072
25 H 1.02219 2.12992 1.02184
26 H 2.67210 1.50835 1.52259

Computed, not measured: a 2-piece molecular cluster, C10H16 overall, with ωB97M-V/def2-TZVPD.

Summary:
gap between HOMO and LUMO	9.98	eV
total energy	-390.60932	Eh
structure (SMILES)	CCc1ccccc1.CC
total charge	0
LUMO energy	0.976	eV
ΔE to the lowest compared entry with this formula, charge and spin	69.7	kJ/mol
highest occupied orbital energy	-9.00	eV

Positions of all 26 atoms, in Å:
1 C -1.03669 -1.28501 -2.14073
2 C -1.69824 -0.86703 -3.45142
3 C -0.33522 -0.15418 -1.41863
4 C 0.87752 -0.30308 -0.74651
5 C -0.86824 1.13432 -1.36292
6 C 1.42893 0.76361 -0.06055
7 C -0.25845 2.25177 -0.81650
8 C 0.92351 2.05495 -0.11956
9 H -1.78223 -1.63653 -1.42168
10 H -0.31495 -2.08241 -2.32109
11 H -2.23708 -1.75702 -3.78263
12 H 1.39160 -1.24135 -0.93605
13 H -1.81845 1.28507 -1.84541
14 H 2.21802 0.55699 0.63690
15 H -0.68391 3.22946 -0.97532
16 H 1.42555 2.75453 0.48648
17 H -0.98444 -0.64997 -4.25058
18 H -2.33633 0.00678 -3.38611
19 C 0.91132 -1.02650 4.01049
20 C 0.60784 0.05471 2.98137
21 H 0.30529 -1.88650 3.71657
22 H 1.92542 -1.43149 4.03688
23 H 0.67946 -0.73766 5.03617
24 H 0.95183 -0.24029 2.00069
25 H -0.45670 0.23172 2.94607
26 H 1.16463 0.97510 3.18408

Computed, not measured: a 2-piece molecular cluster, C10H16 overall, with ωB97M-V/def2-TZVPD.

Summary:
gap between HOMO and LUMO	9.70	eV
total energy	-390.56543	Eh
structure (SMILES)	Cc1ccccc1.CCC
total charge	0
LUMO energy	0.921	eV
ΔE to the lowest compared entry with this formula, charge and spin	185.0	kJ/mol
highest occupied orbital energy	-8.78	eV

Positions of all 26 atoms, in Å:
1 C 1.98043 -1.70934 -0.22729
2 C 3.34072 -1.06705 -0.16276
3 C 1.73037 -2.57280 -1.47459
4 H 1.90647 -2.38887 0.59412
5 H 1.03265 -1.03246 -0.05950
6 H 4.10371 -1.74377 0.31173
7 H 0.72160 -3.09843 -1.38648
8 H 1.72042 -2.03139 -2.33121
9 H 3.37028 -0.10702 0.42637
10 H 3.75716 -0.60468 -1.13279
11 H 2.36254 -3.46396 -1.51741
12 C -2.52833 -0.24502 1.76592
13 C -1.35303 3.17191 0.50878
14 C -1.87591 2.14435 1.26369
15 C -1.01493 2.81335 -0.78171
16 C -2.02724 0.80373 0.85655
17 C -1.01050 1.48221 -1.24762
18 C -1.62971 0.46630 -0.43460
19 H -1.43731 4.17234 0.98711
20 H -2.31741 2.27169 2.15597
21 H -0.90866 3.70576 -1.47669
22 H -0.45074 1.19922 -2.13069
23 H -3.59574 -0.06749 2.11914
24 H -1.81861 -0.23590 2.64598
25 H -1.73520 -0.64847 -0.67474
26 H -2.32304 -1.21421 1.40272

Computed, not measured: a 2-piece molecular cluster, C10H16 overall, with ωB97M-V/def2-TZVPD.

Summary:
gap between HOMO and LUMO	10.08	eV
total energy	-390.52616	Eh
structure (SMILES)	Cc1ccccc1.CCC
total charge	0
LUMO energy	1.055	eV
ΔE to the lowest compared entry with this formula, charge and spin	288.0	kJ/mol
highest occupied orbital energy	-9.02	eV

Positions of all 26 atoms, in Å:
1 C 2.21435 0.72880 -0.06517
2 C 0.37784 -0.80618 -1.09935
3 C 1.49177 -0.64131 -0.23610
4 C -0.60256 -1.78510 -0.73520
5 C 1.67323 -1.55514 0.77628
6 C -0.54174 -2.64245 0.38834
7 C 0.69709 -2.52450 1.13282
8 H 0.18703 0.11052 -1.68790
9 H -1.53704 -1.73921 -1.35774
10 H 1.54476 1.49829 0.19726
11 H 2.57089 1.01515 -1.02749
12 H 2.40273 -1.50626 1.50652
13 H -1.22280 -3.45880 0.36818
14 H 1.04007 -3.12224 1.88032
15 H 3.08624 0.92494 0.55516
16 C -2.06526 1.96226 -0.13682
17 C -1.49798 2.50245 1.12080
18 C -1.14227 2.56170 -1.18626
19 H -2.05125 0.78780 -0.22917
20 H -3.17345 2.10900 -0.41451
21 H -0.60862 1.96891 1.45433
22 H -1.71642 2.99124 -1.89138
23 H -2.22792 2.56426 2.00638
24 H -1.11566 3.55021 0.95584
25 H -0.59522 3.42241 -0.59754
26 H -0.21008 2.08059 -1.47423

Computed, not measured: a 2-piece molecular cluster, C10H16 overall, with ωB97M-V/def2-TZVPD.

Summary:
gap between HOMO and LUMO	9.94	eV
total energy	-390.60880	Eh
structure (SMILES)	Cc1ccccc1.CCC
total charge	0
LUMO energy	0.979	eV
ΔE to the lowest compared entry with this formula, charge and spin	71.1	kJ/mol
highest occupied orbital energy	-8.96	eV

Positions of all 26 atoms, in Å:
1 C -0.70168 0.65642 -1.53795
2 C -3.43302 0.34545 1.78849
3 C -2.77011 1.52239 1.49463
4 C -2.94857 -0.81055 1.16061
5 C -1.91972 1.60477 0.39332
6 C -2.02374 -0.76181 0.14593
7 C -1.57922 0.47990 -0.34240
8 H -4.28999 0.29139 2.43934
9 H -3.13075 2.43896 1.92371
10 H -3.21158 -1.78072 1.57167
11 H -1.53914 2.56098 0.05146
12 H -1.68591 -1.62105 -0.42021
13 H 0.10895 1.36230 -1.37371
14 H -1.33598 0.97255 -2.37049
15 H -0.25866 -0.25948 -1.89501
16 C 3.17248 -1.14331 -0.12712
17 C 1.96779 -1.24000 -1.06420
18 C 3.34799 0.32183 0.34893
19 H 2.95643 -1.68310 0.79765
20 H 4.13487 -1.46751 -0.51595
21 H 1.25669 -0.43206 -0.87829
22 H 2.39878 0.69317 0.71261
23 H 4.06142 0.31503 1.17667
24 H 1.40369 -2.16673 -0.93615
25 H 2.24511 -1.15301 -2.11769
26 H 3.77388 0.95417 -0.42584